The following is a DFT calculation (ωB97M-V/def2-TZVPD) of a molecular structure, C13H25F5N2O2ReSi2Te.

CARTESIAN COORDINATES (ANGSTROEM)
Re -0.8950 0.9201 -0.6234
C 1.3705 -0.3922 -3.4551
Si 0.5863 -0.7093 -1.7804
C -0.7181 -2.1121 -2.2188
C 1.7945 -1.6519 -0.6441
C 2.6072 -2.5322 -1.3710
C 3.5473 -3.3013 -0.7211
C 3.6849 -3.2792 0.6868
C 2.9362 -2.3632 1.4038
C 2.0235 -1.5576 0.7232
Si 1.1618 -0.4264 1.9207
C 2.2943 0.7575 2.7503
C 0.3780 -1.5529 3.1761
H 0.8113 -0.9877 -4.1855
H 2.4299 -0.5617 -3.5548
H 1.2627 0.6892 -3.7225
H -0.2086 -2.9392 -2.6961
H -1.5147 -1.7619 -2.8989
H -1.2270 -2.4683 -1.3296
H 2.4214 -2.7126 -2.4255
H 4.1078 -4.0368 -1.3136
H 4.4522 -3.8782 1.1303
H 3.0105 -2.2828 2.4797
H 3.0055 0.2642 3.4086
H 1.6992 1.4004 3.4068
H 2.8731 1.4056 2.0765
H 0.7599 -2.5847 3.1668
H -0.7113 -1.5860 3.0490
H 0.5566 -1.1397 4.1524
N -4.5790 2.6559 -1.2085
C -3.3550 2.1130 -1.2457
O -2.6550 2.0061 -0.1635
C -2.8217 1.5745 -2.5311
C -1.2927 1.5664 -2.5772
H -4.8752 3.1594 -0.3962
H -5.2105 2.6370 -2.0130
H -3.3038 2.1399 -3.3557
H -3.0618 0.5248 -2.5293
H -0.6668 2.4672 -2.8194
H -0.9735 0.8091 -3.2638
F -3.3545 0.0759 4.1361
Te -2.4939 1.6500 3.3421
F -1.0808 0.8088 4.3174
F -2.1534 -0.4345 -0.4723
F -1.1219 3.0233 3.1333
F -2.8054 2.5928 4.9412
O 0.0658 0.4323 1.0405
N 0.1402 2.7293 0.0928
H 0.9861 2.2668 0.4216
H -0.3370 3.0236 0.9463
H 0.4497 3.5594 -0.3863

## Properties
Kohn-Sham gap (alpha / beta): 5.3 / 6.2 eV
2S+1: 4
DFT total energy: -2195.07539 hartree
relative energy (zero: lowest compared OMol25 entry of this formula, charge and spin): 16.1 kcal per mole
E_HOMO (alpha / beta): -7.044 / -7.853 eV

natural (NBO) atomic charge list, values in e, 6 entries: Re 1.4289; C -1.1281; Si 1.1882; C -1.0625; C -0.4233; C -0.2033